Model P:
Computed, not measured: one molecule with the formula C5H8N2, with ωB97M-V/def2-TZVPD.

Charge ... 0
LUMO ... 1.0409 eV
M ... 96.1 g mol⁻¹
Multiplicity ... 1
SMILES ... Cc1ccn(C)n1

Each line ends with the Löwdin charge.
Positions of all 15 atoms, in Å:
1 C 2.29649 -0.94483 0.40799  -0.047
2 C 0.93952 -0.42437 0.07805  -0.358
3 C 0.21421 -0.66781 -1.11084  -0.026
4 C -0.82841 0.19391 -1.03619  -0.147
5 N -0.77515 0.79357 0.19310  -0.232
6 C -2.10746 1.14256 0.65189  -0.037
7 N 0.30635 0.42645 0.88355  0.120
8 H 2.54094 -1.82960 -0.17147  0.071
9 H 2.37724 -1.19474 1.45830  0.071
10 H 3.06289 -0.20287 0.19491  0.076
11 H 0.46741 -1.31986 -1.93218  0.102
12 H -1.27332 0.76848 -1.83794  0.130
13 H -2.20179 2.17659 1.08463  0.099
14 H -2.49394 0.49671 1.41654  0.067
15 H -2.52498 0.58580 -0.28036  0.109



Model Q:
Computed, not measured: one molecule with the formula C5H8N2, with ωB97M-V/def2-TZVPD.

Charge ... 0
LUMO ... 0.5773 eV
M ... 96.1 g mol⁻¹
Multiplicity ... 1

Each line ends with the Löwdin charge.
Positions of all 15 atoms, in Å:
1 C -1.62272 0.70206 0.64786  -0.064
2 C -0.12641 0.36609 0.74107  -0.335
3 C 0.24472 -1.02720 0.16578  -0.164
4 N 0.76099 -0.98271 -1.20011  -0.146
5 C 1.99169 -0.71539 -1.57966  0.008
6 C 0.63637 1.45078 0.10458  -0.222
7 N 1.15601 2.35716 -0.39152  0.174
8 H -1.99833 0.59289 -0.37459  0.088
9 H -2.20098 0.04620 1.30601  0.083
10 H -1.78965 1.73692 0.95655  0.085
11 H 0.16154 0.36567 1.79815  0.141
12 H -0.63589 -1.67359 0.20217  0.122
13 H 1.01512 -1.48898 0.78403  0.119
14 H 0.06788 -1.09704 -1.92955  0.111
15 H 2.56826 -0.59358 -0.63437  0.000



Model R:
Computed, not measured: one molecule with the formula C5H8N2, with ωB97M-V/def2-TZVPD.

Charge ... 0
LUMO ... 0.5803 eV
M ... 96.1 g mol⁻¹
Multiplicity ... 1

Each line ends with the Löwdin charge.
Positions of all 15 atoms, in Å:
1 C -1.11940 -0.39561 0.92218  -0.033
2 C -0.92155 0.96330 -1.16618  -0.078
3 C -0.08198 1.68729 -0.17854  -0.180
4 N -0.18245 0.21554 -0.03352  -0.340
5 C 1.11139 -0.46851 -0.22477  -0.128
6 C 0.99814 -1.92942 -0.17848  -0.195
7 N 0.94246 -3.08178 -0.09563  0.167
8 H -1.74454 0.38760 1.34821  0.095
9 H -0.59323 -0.93086 1.71506  0.092
10 H -1.76136 -1.07760 0.36330  0.099
11 H -0.32995 0.75736 -2.06688  0.028
12 H 0.94954 2.00778 -0.36165  0.103
13 H -0.54329 2.24648 0.63646  0.098
14 H 1.50091 -0.16991 -1.20199  0.134
15 H 1.83819 -0.16541 0.54038  0.140



Most stable: model P. Least stable: model R.



Model P:
Computed, not measured: one molecule with the formula C5H8N2, with ωB97M-V/def2-TZVPD.

Charge ... 0
LUMO (spin up / spin down) ... 0.7458 / 0.7477 eV
M ... 96.1 g mol⁻¹
Multiplicity ... 1

Each line ends with the Löwdin charge.
Positions of all 15 atoms, in Å:
1 C 1.97832 -0.23547 -0.55620  -0.075
2 C 0.58761 0.13737 -0.13504  -0.305
3 C -0.47890 -0.70404 0.58684  -0.306
4 C -1.89544 -0.87146 0.08424  -0.094
5 N -2.04651 -0.28170 -1.07997  0.044
6 C -0.54829 0.47312 1.54895  -0.094
7 N 0.37222 1.11527 0.79954  0.051
8 H 2.58722 -0.64228 0.26914  0.074
9 H 1.96501 -0.98276 -1.35597  0.070
10 H 2.50465 0.64921 -0.93690  0.069
11 H -0.09044 -1.63095 1.02165  0.135
12 H -1.28364 0.21311 -1.55365  0.094
13 H -2.96293 -0.23754 -1.50707  0.088
14 H -1.45150 0.95020 1.91620  0.089
15 H 0.76261 2.04793 0.89824  0.160



Model Q:
Computed, not measured: one molecule with the formula C5H8N2, with ωB97M-V/def2-TZVPD.

Charge ... 0
LUMO ... 0.9777 eV
M ... 96.1 g mol⁻¹
Multiplicity ... 1
SMILES ... Cc1cnn(C)c1

Each line ends with the Löwdin charge.
Positions of all 15 atoms, in Å:
1 C 2.28478 -0.46719 0.08297  -0.067
2 C 1.07128 0.32997 -0.24490  -0.280
3 C 0.54933 1.52346 0.34983  -0.115
4 N -0.77975 1.47088 0.45659  0.072
5 N -1.11453 0.29777 -0.10325  -0.232
6 C -2.41199 -0.32306 -0.06700  -0.024
7 C -0.05418 -0.35676 -0.59401  -0.089
8 H 3.20325 0.09823 0.04471  0.066
9 H 2.33589 -1.38188 -0.53147  0.080
10 H 2.07105 -0.82944 1.09866  0.087
11 H 1.04863 2.41879 0.72312  0.103
12 H -2.70899 -0.48593 -1.10162  0.088
13 H -3.09602 0.33392 0.46003  0.087
14 H -2.32424 -1.28342 0.45494  0.090
15 H -0.07453 -1.34533 -1.02861  0.133



Most stable: model Q. Least stable: model P.



Model P:
Computed, not measured: C4H4N2O as an isolated structure, with ωB97M-V/def2-TZVPD.

Charge ... 0
LUMO ... 0.2612 eV
M ... 96.1 g mol⁻¹
Multiplicity ... 1

Each line ends with the Löwdin charge.
Positions of all 11 atoms, in Å:
1 N 2.21068 -0.00765 0.03027  0.108
2 C 0.93552 0.09040 0.01466  -0.450
3 C 0.37854 -1.27505 -0.01838  -0.090
4 N -0.90829 -1.46559 -0.03966  0.053
5 C -1.70002 -0.28437 -0.02945  -0.128
6 C -1.19713 0.95450 0.00032  -0.080
7 O 0.17614 1.19159 0.02443  0.060
8 H 2.83434 0.79455 0.05326  0.093
9 H 1.80245 -1.46037 0.00297  0.203
10 H -2.78095 -0.43001 -0.04741  0.106
11 H -1.75128 1.89201 0.00900  0.124



Model Q:
Computed, not measured: one molecule with the formula C4H4N2O, with ωB97M-V/def2-TZVPD.

Charge ... 0
LUMO ... 0.3859 eV
M ... 96.1 g mol⁻¹
Multiplicity ... 1
SMILES ... O=c1cc[nH]cn1

Each line ends with the Löwdin charge.
Positions of all 11 atoms, in Å:
1 O -1.42282 2.03545 1.02633  0.062
2 C -0.85899 1.17069 0.38993  -0.494
3 C -1.10567 -0.26814 0.59291  0.008
4 C -0.10068 -1.12256 0.33436  -0.091
5 N 1.02239 -0.65742 -0.32448  0.044
6 C 0.97882 0.59365 -0.87879  -0.180
7 N 0.10191 1.48393 -0.59779  0.148
8 H -2.04243 -0.57976 1.03802  0.112
9 H -0.09503 -2.17539 0.59648  0.122
10 H 1.78950 -1.27265 -0.53763  0.142
11 H 1.73300 0.79221 -1.63933  0.127



Model R:
Computed, not measured: C4H4N2O as an isolated structure, with ωB97M-V/def2-TZVPD.

Charge ... 0
LUMO ... -0.2796 eV
M ... 96.1 g mol⁻¹
Multiplicity ... 1

Each line ends with the Löwdin charge.
Positions of all 11 atoms, in Å:
1 C -1.22485 -0.53733 0.34277  -0.140
2 C -0.14378 -1.03364 -0.43424  -0.178
3 C 0.75305 0.69129 -0.83532  0.079
4 C 1.21767 1.38438 0.49842  -0.110
5 N -1.06831 0.69984 0.81109  0.048
6 N -0.12284 1.29866 0.07117  -0.222
7 O -0.04337 -2.05267 -1.20295  0.071
8 H -2.04522 -1.20288 0.77175  0.131
9 H 1.58186 0.84211 1.30272  0.067
10 H 1.78333 2.40328 0.43339  0.121
11 H -0.68754 -2.49304 -1.75880  0.132



Most stable: model Q. Least stable: model R.